{
  "formula": "C30H43Cl3N5O3PtSi",
  "method": "ωB97M-V/def2-TZVPD",
  "s_squared": 2.017,
  "charge": -1,
  "max_force_ha_per_bohr": 0.0863,
  "multiplicity": 3,
  "mol_weight_g_mol": 851.23,
  "orbital_gap_ev": [3.35, 3.93],
  "de_lowest_kj_mol": 250.9,
  "elements": ["C", "C", "H", "H", "H", "C", "C", "H", "H", "H", "H", "Pt", "Cl", "Cl", "H", "H", "C", "C", "N", "H", "C", "O", "H", "H", "H", "H", "H", "H", "C", "C", "N", "H", "C", "O", "H", "H", "H", "H", "O", "C", "C", "C", "H", "C", "H", "C", "H", "C", "C", "H", "H", "H", "Si", "Cl", "C", "C", "C", "H", "H", "H", "H", "H", "H", "H", "H", "H", "N", "C", "C", "C", "C", "C", "C", "C", "N", "C", "C", "N", "C", "H", "H", "H", "H", "H", "H", "H"],
  "coordinates": [[-0.3092, -0.1659, -5.9856], [-1.2946, -0.5954, -4.9002], [-0.1134, -0.9837, -6.6946], [0.6493, 0.1305, -5.5610], [-0.7012, 0.6849, -6.5642], [-2.5676, -1.0705, -5.2922], [-2.9804, -1.7396, -6.5700], [-3.4039, -0.7263, -4.7032], [-2.3301, -2.5617, -6.9139], [-3.1107, -1.0299, -7.4032], [-3.9809, -2.2012, -6.4393], [1.0151, 0.0503, 0.9773], [1.4839, 2.3164, 0.3581], [5.5156, -1.2208, -0.3720], [4.3948, 0.5094, 5.6104], [5.1012, 2.5734, 4.5644], [3.7640, 0.1497, 4.7918], [5.0692, 1.9853, 3.6389], [3.9268, 1.0593, 3.6755], [2.7192, 0.1270, 5.1257], [3.1644, 0.8952, 2.6109], [2.2260, 0.0044, 2.6202], [4.9204, 2.6463, 2.7782], [3.3346, 1.5400, 1.7566], [4.0612, -0.8691, 4.5234], [6.0113, 1.4316, 3.5175], [0.7585, -3.1367, -2.3863], [-2.3563, -3.4845, -1.9849], [0.4535, -4.0129, -1.8013], [-1.9274, -4.0924, -1.1724], [-0.5780, -3.6579, -0.8523], [1.3237, -4.4451, -1.2954], [-0.2964, -3.0320, 0.3106], [0.8294, -2.6270, 0.6528], [-2.5579, -4.0004, -0.2785], [-1.1948, -2.8793, 0.9466], [0.0300, -4.7482, -2.4862], [-1.8967, -5.1407, -1.5089], [-0.4627, -1.2393, -3.6866], [-1.0970, -0.0368, -3.4963], [-3.1907, -0.7916, -2.1811], [-2.2529, 0.1651, -2.5839], [-3.1423, -1.8248, -2.5419], [-4.1636, -0.4220, -1.2482], [-0.3541, 0.7572, -3.3566], [-2.3184, 1.4854, -2.0413], [-4.8519, -1.1755, -0.8603], [-4.2798, 0.9031, -0.8217], [-3.3209, 1.8600, -1.1799], [-1.5089, 2.1841, -2.2908], [-5.0977, 1.1852, -0.1606], [-3.3221, 2.8791, -0.7901], [4.1967, -1.2124, -2.0461], [-0.4421, -0.0300, -0.5790], [3.0954, -2.6172, -1.5706], [3.5754, 0.5195, -2.0217], [5.3304, -1.6011, -3.4808], [2.3225, -2.3232, -0.8414], [3.6552, -3.4569, -1.1366], [2.6440, -2.9525, -2.5067], [5.0330, -2.5464, -3.9449], [6.3645, -1.6804, -3.1262], [5.2477, -0.7795, -4.1983], [2.7931, 0.7236, -1.2797], [3.1830, 0.7830, -3.0027], [4.3982, 1.2004, -1.7986], [-2.3861, 5.8370, 8.6163], [-2.3754, 5.1501, 7.6733], [-2.3414, 4.3340, 6.5106], [-1.3029, 4.5470, 5.5845], [-1.2648, 3.7569, 4.4335], [-2.2274, 2.7449, 4.2691], [-3.2892, 2.5609, 5.1518], [-3.3423, 3.3711, 6.2978], [-1.9370, 1.7351, 3.3552], [-2.6754, 0.5715, 3.0544], [-1.8575, -0.1894, 2.2827], [-0.6029, 0.4053, 2.2371], [-0.7084, 1.5871, 2.8225], [-0.5308, 5.3091, 5.7476], [-0.4660, 3.9076, 3.7034], [-3.9963, 1.7506, 4.9650], [-4.1668, 3.2279, 7.0085], [-3.6969, 0.4187, 3.3593], [-2.0534, -1.0287, 1.6494], [0.0338, 2.3646, 2.7573]]
}